(1)
This record from the OMol25 dataset describes a molecular structure, C28H21Cl61N2O4P2S2 in a non-equilibrium geometry. The level of theory is ωB97M-V with the def2-TZVPD basis set.

Properties
HOMO level ... -0.30789 Eh
Total charge ... 0
Frontier orbital gap ... 0.2998 hartree
LUMO ... -0.2 eV
Total energy ... -844656.1463 eV

```
120
Properties=species:S:1:pos:R:3:forces:R:3
C -2.322 -1.928 1.651 1.6775 -1.3555 0.6090
C -1.386 -1.205 1.374 1.0004 0.0909 -0.5172
C -0.165 -0.346 0.956 -0.9583 -0.5192 1.5001
C 0.143 -0.295 -0.615 -1.0783 1.1007 0.7198
C 0.599 1.234 -0.791 -0.0768 0.7829 -0.9270
S 2.053 1.662 0.307 -0.4115 -0.0969 0.0660
C 2.651 3.355 -0.116 0.5403 0.5878 0.3673
C 3.795 3.698 0.958 -0.0882 -0.4166 0.3366
N -1.217 -0.557 -1.202 0.0131 -0.5581 -2.1580
C -1.367 -1.874 -1.805 1.1830 1.6648 2.7371
O -2.255 -2.290 -2.503 0.9799 0.4601 0.6170
C -0.059 -2.610 -1.235 0.1080 -0.8300 -1.6795
C 0.091 -3.931 -2.078 -0.5197 -1.5092 -0.0943
C -0.663 -5.121 -1.315 -0.5489 -0.6576 0.3630
C -1.749 -6.019 -2.054 1.3423 -0.1593 0.8240
N -0.419 -5.448 -0.091 0.0966 0.6812 -1.6172
C 0.996 -1.436 -1.323 -0.5972 -1.5372 0.4268
P 1.553 -0.880 -3.112 1.7951 0.3260 -1.1880
O 1.820 -2.286 -4.043 -1.8639 1.1444 1.1537
Cl -0.030 0.119 -4.105 -0.4352 -0.8184 0.1850
P 2.722 -1.876 -0.625 2.2131 0.0387 -0.6240
O 2.789 -1.880 1.036 -1.3019 -0.7831 -2.0480
O 3.193 -3.423 -1.118 -1.3401 1.4845 0.9572
S 4.033 -0.682 -1.454 -0.1958 -0.5388 0.8796
H -2.960 -2.805 1.910 1.1355 1.4361 -0.2108
H 0.693 -0.641 1.621 -0.6605 0.3490 -0.7930
H -0.427 0.716 1.263 0.3765 -1.2809 -0.4023
H -0.230 1.947 -0.481 0.6774 -1.2483 -0.4276
H 0.850 1.501 -1.854 -0.1437 -0.4483 0.9450
H 3.082 3.353 -1.157 -0.6753 0.1326 1.1107
H 1.841 4.116 0.045 0.6822 -0.8277 -0.6812
H 4.699 4.176 0.488 -0.9910 -0.4737 0.2766
H 3.416 4.397 1.765 0.2940 -0.8104 -1.0204
H 4.145 2.758 1.488 -0.3624 1.1509 -0.7080
H -1.626 0.221 -1.727 0.0713 -0.4283 0.3015
H -0.062 -2.901 -0.157 -0.8253 0.3069 -0.7316
H -0.401 -3.894 -3.101 0.5179 0.4256 1.2928
H 1.141 -4.296 -2.249 -0.8581 0.6023 0.4052
H -1.369 -6.281 -3.080 -0.6543 0.5684 0.8793
H -2.770 -5.556 -2.040 1.1776 -0.2117 -0.2670
H -1.798 -6.998 -1.482 0.0150 1.2725 -0.5516
H 0.333 -4.849 0.268 -0.0928 -0.0486 0.1653
H 0.960 -2.684 -4.310 0.7378 0.0668 0.1776
H 2.093 -2.487 1.368 0.4719 0.2643 0.1649
H 4.063 -3.325 -1.558 -0.5329 0.2181 0.2393
C -1.622 5.073 -0.306 -0.0619 0.0664 0.0146
Cl -0.780 4.254 1.026 -0.1131 0.0570 -0.1001
Cl -0.510 6.202 -1.102 -0.1032 -0.1574 0.0930
Cl -2.182 3.867 -1.481 0.2094 0.1962 0.0472
Cl -3.014 5.964 0.334 0.1818 -0.1522 -0.0891
C 5.063 0.338 3.722 0.0361 -0.0167 -0.1376
Cl 5.958 -1.078 4.304 -0.1567 0.2721 -0.1110
Cl 3.446 0.360 4.454 0.1370 0.0133 -0.0761
Cl 5.936 1.817 4.174 -0.1029 -0.1357 -0.0177
Cl 4.911 0.257 1.959 0.1370 -0.0899 0.2891
C -3.560 -4.773 -5.464 -0.2021 0.0707 -0.0017
Cl -3.690 -6.253 -4.486 -0.3273 0.2385 -0.3968
Cl -1.883 -4.193 -5.437 -0.1390 -0.1036 -0.0881
Cl -4.036 -5.114 -7.138 0.0326 0.1815 0.2039
Cl -4.627 -3.530 -4.791 0.1915 -0.2008 -0.0479
C 4.422 5.002 -3.598 0.0930 -0.1332 -0.0460
Cl 3.756 3.376 -3.845 0.0490 0.1655 -0.0191
Cl 5.932 4.887 -2.677 -0.3482 -0.5191 -0.2374
Cl 4.744 5.757 -5.170 -0.0344 -0.0811 0.1963
Cl 3.255 5.988 -2.699 0.0868 -0.0401 -0.0385
C -6.480 3.870 -0.487 0.1473 0.0377 -0.0404
Cl -6.269 4.964 -1.866 0.0704 -0.1821 0.2432
Cl -6.453 4.805 1.020 -0.0351 -0.2167 -0.3314
Cl -8.039 3.029 -0.633 0.2522 0.3225 0.0834
Cl -5.163 2.681 -0.468 -0.2933 0.1542 0.0395
C 8.821 -3.717 3.451 0.0317 0.0340 -0.0720
Cl 7.865 -3.743 1.957 0.1028 0.0164 0.1954
Cl 7.730 -3.651 4.848 0.2051 -0.1587 -0.1195
Cl 9.816 -5.185 3.542 -0.1474 0.1671 0.0359
Cl 9.872 -2.289 3.456 -0.1419 -0.1696 0.0070
C -6.195 -1.153 0.410 -0.1023 0.1558 -0.0019
Cl -7.083 -2.663 0.700 0.1456 0.1376 0.0131
Cl -7.003 0.182 1.254 -0.0242 -0.2261 -0.0343
Cl -4.530 -1.310 1.019 -1.6637 0.5264 -0.7329
Cl -6.156 -0.816 -1.332 0.0126 -0.0640 0.1791
C -2.512 -8.831 -8.467 0.0239 -0.0366 0.0553
Cl -2.845 -8.235 -6.830 0.1432 -0.2907 -0.3077
Cl -1.224 -7.855 -9.198 -0.1567 -0.0992 0.0873
Cl -1.997 -10.527 -8.388 -0.0591 0.1915 -0.0292
Cl -3.982 -8.704 -9.452 0.1632 0.0014 0.1155
C -6.427 5.610 4.976 0.0154 0.0224 0.0084
Cl -6.421 7.378 5.116 0.0109 -0.5103 -0.0367
Cl -6.568 4.890 6.591 0.0190 0.0913 -0.1938
Cl -7.803 5.100 3.979 0.1180 0.0850 0.2627
Cl -4.915 5.071 4.218 -0.1557 0.0493 0.0850
C 7.526 -5.874 8.382 -0.0312 0.0231 0.0552
Cl 7.161 -7.360 9.278 0.0510 0.1830 -0.1323
Cl 6.055 -5.296 7.573 0.1914 -0.0756 0.1027
Cl 8.109 -4.634 9.507 -0.0728 -0.1492 -0.1626
Cl 8.778 -6.208 7.168 -0.6513 0.6180 0.4945
C -10.547 -0.814 -2.234 -0.0370 -0.0453 0.0111
Cl -9.723 -2.285 -1.686 -0.1233 0.2246 -0.0913
Cl -12.166 -0.739 -1.512 0.1866 -0.0059 -0.0838
Cl -9.610 0.607 -1.736 -0.1514 -0.3185 -0.1431
Cl -10.689 -0.839 -4.002 0.0212 0.0130 0.2037
C -7.885 7.356 -4.626 -0.0595 -0.0074 -0.0048
Cl -8.584 5.792 -4.172 -0.0165 0.2239 -0.1637
Cl -6.233 7.113 -5.224 -0.1718 0.0148 0.0889
Cl -8.872 8.098 -5.900 0.1310 -0.0830 0.1520
Cl -7.850 8.421 -3.209 0.0090 -0.1338 -0.1572
C 8.068 7.793 -1.026 -0.0698 0.1041 -0.0423
Cl 7.756 8.454 0.590 0.0437 -0.0996 -0.1868
Cl 9.302 8.774 -1.838 -0.1386 -0.1382 0.1034
Cl 8.645 6.120 -0.879 -0.0468 0.1553 -0.0033
Cl 6.571 7.821 -1.975 0.3209 0.5301 0.2713
C -6.353 10.682 7.359 0.0314 -0.0032 0.0934
Cl -6.509 9.218 8.347 0.0157 0.1835 -0.1309
Cl -4.664 11.220 7.362 -0.2117 -0.0731 -0.0160
Cl -6.858 10.330 5.694 0.0028 0.3485 0.1991
Cl -7.383 11.961 8.030 0.1233 -0.1615 -0.1029
C 11.584 -9.052 5.164 0.0577 -0.0329 -0.0310
Cl 10.911 -10.666 4.871 0.0779 0.2059 0.0332
Cl 13.089 -9.197 6.091 -0.1828 0.0249 -0.1187
Cl 11.919 -8.260 3.611 -0.0399 -0.0739 0.1634
Cl 10.414 -8.082 6.081 0.5988 -0.7194 -0.4025
```
Forces are in eV/Å.

(2)
This record from the OMol25 dataset describes C6H10 in the gas phase. The level of theory is ωB97M-V with the def2-TZVPD basis set.

Properties
HOMO level ... -0.34558 Eh
Total charge ... 0
SMILES string ... C=C=CCCC
Frontier orbital gap ... 0.3880 hartree
LUMO ... 1.2 eV
Total energy ... -6382.2794 eV

```
16
Properties=species:S:1:pos:R:3:forces:R:3
C 0.283 0.110 -1.373 -0.0417 -0.0735 -0.1295
C -0.970 -0.263 -0.567 -0.0762 -0.0090 -0.1554
C -0.818 -1.464 0.375 0.0269 -0.0546 -0.0110
C 0.601 1.398 1.725 0.1169 0.0204 -0.0197
C 1.211 1.047 0.626 -0.2124 -0.0371 0.0013
C 1.476 0.606 -0.572 -0.1585 0.0717 0.2499
H -1.725 -0.504 -1.320 -0.0644 -0.0158 0.0805
H 0.575 -0.767 -1.962 0.0535 0.0896 0.0273
H 0.002 0.894 -2.090 0.1041 -0.1607 0.0078
H -1.360 0.601 -0.013 0.1542 -0.1329 -0.1396
H -0.405 -1.201 1.355 -0.0074 0.0427 -0.2503
H -1.792 -1.932 0.551 0.1532 0.0632 -0.0032
H -0.159 -2.221 -0.065 -0.1026 0.0521 0.0299
H 0.146 2.380 1.807 0.1815 -0.0191 0.1364
H 0.466 0.693 2.541 0.1416 0.1619 0.0152
H 2.470 0.624 -1.021 -0.2688 0.0011 0.1605
```
Forces are in eV/Å.

(3)
This record from the OMol25 dataset describes a molecular structure, C33H44AlBrCaCl5F13MgN2NaO6P in a non-equilibrium geometry. The level of theory is ωB97M-V with the def2-TZVPD basis set.

Properties
HOMO level ... -0.21608 Eh
Total charge ... 0
Frontier orbital gap ... 0.1033 hartree
LUMO ... -3.1 eV
Total energy ... -262367.7325 eV

```
109
Properties=species:S:1:pos:R:3:forces:R:3
C 5.423 0.529 -0.321 0.0715 0.5190 -0.1990
C 3.988 0.231 -0.747 0.4445 -1.3351 -0.4743
C 3.864 -0.092 -2.272 -0.3375 0.4609 0.1977
C 2.928 0.890 -2.988 1.1715 0.1308 0.0273
C 1.548 0.711 -2.425 -1.3175 -1.1543 -1.1080
C 0.353 0.827 -3.415 0.8644 0.1189 0.1233
C -0.627 -0.337 -3.424 -0.5387 1.4353 -0.7165
C -1.789 -0.488 -2.384 2.8418 -1.1951 1.1326
C -2.300 -1.927 -2.779 0.4406 0.5543 -0.2418
C -1.685 -3.053 -1.975 -1.6015 -0.6097 0.7067
O -2.360 -3.800 -1.362 0.1847 -0.3687 0.0481
F -0.353 -3.242 -1.996 0.1280 0.7525 -0.4847
C -1.200 -0.394 -0.957 0.2577 0.9246 0.8554
C -2.337 -0.220 0.180 2.3238 -0.4967 -3.8079
C -1.699 0.754 1.168 0.5043 0.9656 0.7949
C -2.381 0.963 2.494 -0.4799 -0.2422 0.3035
O -3.483 0.685 2.759 -0.4965 -0.2304 0.0039
F -1.584 1.512 3.450 0.5648 0.1289 -0.5506
O -2.629 -1.530 0.499 -0.5659 0.3927 1.4299
C -2.104 -2.106 1.698 0.7749 -0.6504 0.7637
C -0.572 -2.275 1.806 -0.3555 -0.4880 0.3779
C -0.073 -3.670 1.348 0.0245 0.7950 0.3258
C -3.451 0.371 -0.822 -2.2019 -0.1169 3.0218
C -4.339 1.541 -0.275 0.4660 2.1653 -0.0468
O -3.851 2.390 0.532 0.3022 -0.7147 -0.1549
O -5.500 1.715 -0.719 0.4113 -0.4289 -0.4194
P -4.826 -1.058 -0.687 0.7598 -2.8824 -0.8297
C -5.995 -0.882 -2.107 -0.8318 1.5495 0.3829
O -5.592 -0.691 0.696 -0.2049 0.2824 -1.3097
N -2.913 0.509 -2.210 -1.1587 -1.4881 -1.5844
C -2.925 1.865 -2.840 -0.3116 2.3489 -1.2917
F -2.386 1.873 -4.071 0.6870 -1.0976 0.4959
F -4.253 2.008 -3.123 0.1122 -0.1786 0.4384
C -2.452 3.082 -2.063 -0.5970 0.3885 0.7845
C -3.424 4.072 -1.896 -0.0341 0.0766 -0.4000
C -3.174 5.227 -1.194 0.4033 0.6495 0.5000
C -1.929 5.484 -0.617 -0.5826 -0.0467 -0.1905
C -0.939 4.525 -0.747 0.2347 -0.0954 0.5737
C 0.419 4.834 -0.047 -2.1611 0.5365 -1.4954
F 0.534 4.164 1.165 0.4186 -0.7445 -0.4696
F 0.484 6.115 0.231 0.5830 -0.0557 0.1871
F 1.430 4.471 -0.840 0.3083 -0.5440 0.6858
C -1.206 3.344 -1.451 0.5769 -0.5080 0.4214
H 5.723 1.451 -0.900 -0.0028 -1.6534 0.9410
H 5.412 0.781 0.746 0.3281 -0.0202 -0.0820
H 6.086 -0.325 -0.497 -0.1717 0.0160 0.0372
H 3.661 -0.661 -0.187 -0.3615 0.3088 0.0983
H 3.414 1.149 -0.491 -0.0398 -0.1139 -0.0274
H 4.833 -0.089 -2.775 0.0980 0.1506 0.3234
H 3.440 -1.095 -2.428 0.1880 0.0358 0.1652
H 3.266 1.913 -2.791 0.1231 -0.1358 -0.2088
H 3.024 0.729 -4.064 -0.5967 -0.0237 0.0189
H 1.499 -0.309 -2.001 -0.0513 0.3126 0.4554
H 1.450 1.453 -1.641 0.3533 0.2606 -1.1341
H -0.097 1.818 -3.413 -0.0190 -0.1141 -0.1020
H 0.846 0.785 -4.389 -0.3215 0.1531 -0.0907
H -1.076 -0.326 -4.426 -0.0650 -0.0046 0.1366
H -0.043 -1.261 -3.402 -0.2648 -0.0433 0.3644
H -2.001 -2.112 -3.816 -0.0721 0.2213 0.0368
H -3.383 -2.039 -2.768 0.0805 -0.1730 0.5465
H -0.413 -1.122 -0.755 -0.5217 -0.3868 0.1812
H -0.679 0.576 -0.805 -0.1859 -0.0414 -1.2802
H -1.705 1.746 0.676 -0.3766 -0.0922 0.1841
H -0.620 0.553 1.412 -0.7514 -0.7305 -0.0214
H -2.480 -1.655 2.621 -0.2347 0.5147 -0.4662
H -2.513 -3.119 1.729 -0.1353 0.1432 -0.2798
H 0.028 -1.479 1.334 -0.2683 0.0323 -0.0621
H -0.327 -2.239 2.886 0.0942 0.1247 -0.5452
H -0.703 -4.105 0.572 0.2206 0.0308 -0.1059
H 0.969 -3.561 1.044 -0.0924 -0.3594 -0.2021
H -0.067 -4.298 2.238 -0.0221 -0.1195 -0.1621
H -5.517 -0.703 -3.080 0.1106 -0.1823 0.1252
H -6.722 -0.068 -1.979 0.2041 0.0035 -0.0581
H -6.586 -1.798 -2.178 0.4307 -0.1919 0.0725
H -6.530 -0.574 0.429 -0.1965 0.2832 1.0024
H -3.668 0.064 -2.759 0.0553 0.3242 -0.1724
H -4.435 3.990 -2.288 0.2517 -0.2504 -0.3404
H -3.963 5.958 -1.050 0.0076 -0.0548 -0.2584
H -1.816 6.405 -0.063 0.3338 -0.0674 -0.0721
H -0.417 2.595 -1.524 -0.0625 0.1724 -0.6321
F 1.079 -2.958 3.898 0.6020 0.8154 0.3783
Mg -5.462 3.810 -0.159 -0.6531 -0.6525 0.9176
Cl 4.786 3.118 -1.399 -0.9692 1.6446 -0.0705
F 1.264 3.337 -7.908 -0.2135 -0.1793 0.2806
Al 0.118 2.773 -6.802 0.0575 0.2471 -0.3297
F -0.116 1.085 -6.986 0.0221 0.2704 0.4063
F -1.364 3.580 -7.014 0.2413 -0.2616 0.2314
F 0.676 3.051 -5.197 -0.2281 -0.1362 -0.2039
Ca 0.968 1.733 0.083 0.8107 0.7830 1.5653
C 9.550 1.776 -0.913 -0.1015 0.1680 -0.0569
Cl 10.482 2.550 0.381 0.0146 -0.0398 -0.0076
Cl 7.993 2.576 -1.087 0.2153 0.0293 -0.0199
Cl 10.454 1.888 -2.430 0.0058 -0.0288 0.0461
Cl 9.303 0.067 -0.508 0.0182 -0.0083 0.0091
F -8.310 -0.781 1.236 -0.0493 1.8721 0.2315
Na 2.380 -1.595 4.822 -0.4214 -1.1711 0.0936
C 2.649 -6.529 8.913 0.0116 0.0069 -0.0138
C 4.066 -5.967 8.880 -0.1798 -0.2563 0.0261
C 4.099 -4.434 8.844 0.0030 -0.3214 -0.1395
C 3.420 -3.932 7.646 0.3020 -0.0206 0.5945
N 2.888 -3.540 6.712 -0.0819 0.6067 -0.5222
H 2.091 -6.261 8.015 0.0018 0.0429 0.0179
H 2.673 -7.616 8.968 -0.0062 0.0086 0.0291
H 2.100 -6.158 9.781 -0.0137 -0.0125 -0.0116
H 4.589 -6.365 8.008 0.0709 0.0799 0.0162
H 4.609 -6.309 9.763 0.0716 0.1121 -0.0106
H 5.130 -4.077 8.835 -0.0309 0.0897 -0.0279
H 3.606 -4.020 9.725 -0.0346 0.0430 -0.0377
Br -8.421 1.215 1.641 0.3855 -1.5645 -0.5851
```
Forces are in eV/Å.

(4)
This record from the OMol25 dataset describes C3H4N2O in the gas phase in a non-equilibrium geometry. The level of theory is ωB97M-V with the def2-TZVPD basis set.

Properties
HOMO level ... -0.34565 Eh
Total charge ... 0
SMILES string ... [H]/N=C\ON=C=C
Frontier orbital gap ... 0.3212 hartree
LUMO ... -0.7 eV
Total energy ... -8198.1498 eV

```
10
Properties=species:S:1:pos:R:3:forces:R:3
C 0.809 -0.053 0.535 1.9765 0.9291 1.6088
C -0.654 -0.450 -1.098 -0.0646 1.6251 -3.8372
C 0.640 0.180 1.816 -0.4756 -0.8498 0.0616
N 1.475 0.095 -0.513 0.6013 -1.1059 0.9768
N -1.819 -0.052 -1.377 1.2323 -0.2641 1.3658
O 0.618 0.352 -1.522 -3.3175 -0.9863 -0.2287
H -1.886 0.956 -1.501 0.1172 -0.0609 -0.2800
H -0.376 -1.506 -1.075 0.1153 0.3473 0.5433
H -0.043 -0.435 2.390 0.3043 -0.1572 0.1085
H 1.237 0.914 2.345 -0.4891 0.5226 -0.3190
```
Forces are in eV/Å.